Record 1
Density functional theory data (the ωB97M-V functional and the def2-TZVPD basis) for a 22-piece molecular cluster, C21H84BF4N42O21 overall.

Frontier orbital gap, eV: 9.082
Energy, Ha: -5156.0804

Structure (ORCA input):
```
! wB97M-V def2-TZVPD RIJCOSX def2/J DEFGRID3
* xyz -1 1
O -1.867 5.179 -1.266
C 2.522 0.101 -5.039
N -4.691 -0.111 4.533
H -0.675 -5.776 1.322
C -3.779 -4.791 -2.947
N -0.141 -2.542 -3.378
O -0.222 -2.372 -5.630
N 5.139 -4.878 0.910
H 4.498 -0.932 3.949
C 5.744 -0.809 -1.607
O -4.090 0.630 2.516
H 0.975 -5.822 0.776
H -2.860 -2.997 7.660
H 4.015 -1.163 -5.838
N 6.719 -0.482 1.624
H -4.125 5.380 -3.770
O 1.528 -2.610 4.835
H -1.768 3.582 4.842
C -5.810 0.472 -0.867
N -0.727 5.050 -4.382
H 5.383 3.610 2.138
H -0.469 3.468 -2.404
H 1.811 3.847 1.686
H 0.103 -2.964 -2.485
N 1.886 3.025 1.116
C 2.927 2.151 1.474
C 7.268 2.897 2.357
H -2.357 0.652 -6.089
O 3.288 0.845 -4.330
H -3.672 0.004 4.610
H 5.324 0.559 3.444
N -1.649 -4.330 -0.356
H 2.436 -4.232 -0.537
H 1.550 3.239 3.943
O 0.590 -4.022 -0.921
C 3.827 -4.888 0.585
H 0.816 0.970 -4.377
H -1.781 5.183 4.336
C 1.948 -3.193 3.849
C -0.298 -4.595 -0.264
H -3.881 -3.132 -4.299
H 2.455 -1.646 -6.162
C -4.942 4.053 -2.474
H -3.658 2.118 -4.516
N 8.476 2.919 1.751
N 0.004 5.037 0.103
H -2.447 -0.942 -5.597
N 3.404 -4.017 -0.353
O -1.158 0.954 4.653
C -0.018 4.331 3.963
N -4.944 3.723 -1.142
H -1.330 -3.695 7.302
H -5.080 1.407 -3.797
N -1.274 4.374 4.394
N 5.579 -0.182 -2.811
N 2.104 -4.563 3.718
N -2.095 5.473 1.005
N -3.171 -2.860 1.710
C -3.779 0.095 -4.662
C -1.854 -1.940 6.321
H -6.977 -0.054 3.670
H 2.374 -1.559 2.640
H -0.989 2.118 -3.217
H -0.773 5.606 -5.219
H -2.411 -4.901 0.035
H 3.298 2.299 -2.109
H 0.185 -2.356 6.077
N -6.244 -0.022 -2.100
H 0.485 -0.369 -5.410
N -0.564 -1.665 6.035
O 6.753 -0.683 -0.910
N 5.215 -0.455 3.397
O -5.597 3.495 -3.358
H -2.832 -4.562 -4.740
H -4.869 -3.167 -2.449
H 3.902 -1.674 -1.713
H 5.503 -3.929 1.112
H 2.908 4.496 -4.514
N 0.315 -4.381 -4.618
C 2.369 4.042 -2.735
H 5.352 -5.421 1.712
H 3.501 2.977 -3.922
N -0.522 2.987 -3.303
H 2.365 -3.092 1.771
B -0.802 0.245 -0.830
H -2.130 2.261 2.648
O -3.152 -5.726 -2.493
C -1.042 3.723 -4.386
F 0.227 -0.605 -1.055
H 6.577 4.430 1.201
N -4.118 5.061 -2.842
H 6.300 0.501 -3.099
N 0.783 3.397 4.522
H -1.787 5.066 1.868
H -3.819 -0.122 -1.136
O 5.201 -2.141 1.781
H -1.495 1.135 1.509
H 0.393 5.261 1.000
N -4.314 1.341 -4.401
F -0.308 1.463 -0.289
H 2.069 2.862 -1.012
F -1.472 0.566 -2.100
H -4.654 -4.467 -1.255
H -6.900 0.592 -2.603
O 3.113 -5.749 1.106
H -5.265 -0.592 5.224
O -6.492 1.286 -0.227
H 3.574 0.221 1.154
N 2.218 -2.576 2.644
O 1.581 4.972 -2.491
H 4.080 -3.563 -0.962
H -0.519 -1.241 3.738
N -3.570 -4.144 -4.189
H 8.817 3.786 1.372
H -3.354 5.339 -2.243
H -0.217 -0.865 5.517
N 2.422 2.879 -1.965
H 6.828 -0.687 0.654
H 6.883 0.522 1.963
H 4.694 -0.099 -3.341
C -3.372 -3.957 2.445
H -5.663 -0.676 -2.603
H -6.739 0.553 2.095
N -6.336 0.362 2.999
H -0.296 -1.562 -3.282
H 0.818 -4.688 -5.431
N 1.213 0.288 -5.013
F -1.851 -0.191 0.099
H -2.673 -2.952 0.833
H -4.137 3.891 -0.503
N -0.011 -5.673 0.586
H 9.189 2.517 2.357
N -2.643 -0.022 -5.414
H -5.582 3.069 -0.772
H -1.918 -3.624 -1.006
N 2.834 0.914 0.980
C -1.070 0.711 3.465
C -4.980 0.345 3.298
H 2.111 -4.988 4.630
O 7.091 2.044 3.241
H -0.227 5.472 -3.594
C 0.023 -3.051 -4.612
H 4.859 -1.965 -0.179
O -3.387 -5.121 2.054
O 3.901 2.563 2.091
N 4.774 -1.680 -1.184
O -1.669 3.183 -5.300
C -1.373 5.222 -0.159
O 0.373 5.169 3.110
H -4.231 0.531 0.376
N -4.581 0.038 -0.498
H 0.593 5.060 -0.764
N -3.661 -3.746 3.755
H 1.038 2.666 0.692
H 2.522 -5.097 2.944
O -4.340 -0.915 -4.331
N -4.709 -4.155 -2.236
N -1.492 1.512 2.436
N -0.447 -0.474 3.082
H 0.328 2.659 5.053
H 1.925 0.669 0.544
H -3.798 -4.493 4.366
N 6.365 3.802 2.019
H -0.684 -0.805 2.136
C 5.652 -1.040 2.243
N -2.122 -3.108 6.967
H 0.506 -4.874 -3.780
H -3.948 -2.822 3.986
H -3.102 5.545 0.953
N 3.197 4.008 -3.757
O -2.788 -1.186 6.069
H -3.314 -1.972 2.149
N 3.027 -0.862 -5.869
*
```



Record 2
Density functional theory data (the ωB97M-V functional and the def2-TZVPD basis) for C22H10CoF2N5S2 as an isolated structure.

ΔE to the lowest compared entry with this formula, charge and spin, eV: 0.000
Frontier orbital gap (spin up / spin down), eV: 6.053 / 5.932
Energy, Ha: -3496.9902

Structure (ORCA input):
```
! wB97M-V def2-TZVPD RIJCOSX def2/J DEFGRID3
* xyz 0 1
C -0.670 -3.224 2.390
H -4.181 -3.500 -1.425
C -2.280 2.566 2.530
Co 0.028 0.095 0.036
H 0.236 -3.915 4.198
S -0.659 3.192 2.770
C -2.264 1.499 1.630
C -3.160 -1.677 -1.948
C -2.147 -0.772 -1.666
H 2.062 -2.204 4.113
C -0.600 -2.291 1.367
C -1.346 -1.026 -0.575
C -1.261 3.858 -2.945
C -4.620 1.272 1.867
C -2.552 -3.025 -0.109
C 1.312 -1.345 2.313
C -0.436 2.764 -3.333
C -3.386 -2.808 -1.187
C -1.528 -2.154 0.234
H -1.460 -3.956 2.402
H -5.571 2.652 3.211
C -3.439 0.844 1.287
H -2.010 0.093 -2.302
H -3.476 3.830 3.799
N 0.242 1.095 -1.547
C -0.079 1.856 -2.364
C -0.039 2.006 1.672
C -4.635 2.336 2.771
F -3.955 -1.452 -2.998
C 1.296 -2.251 3.353
N 0.356 2.433 -5.761
S 1.545 1.698 1.148
N -1.937 4.727 -2.602
H -5.548 0.780 1.607
H -3.422 0.028 0.576
N -0.976 1.229 1.176
C 0.284 -3.195 3.392
H 2.072 -0.586 2.234
N 0.384 -1.359 1.346
F -2.764 -4.137 0.620
C -0.003 2.584 -4.676
C -3.466 2.996 3.109
*
```



Record 3
Density functional theory data (the ωB97M-V functional and the def2-TZVPD basis) for C22H12BrCl2F4N9O2PTl as an isolated structure.

ΔE to the lowest compared entry with this formula, charge and spin, eV: 0.275
Frontier orbital gap, eV: 7.509
Energy, Ha: -5896.4674

Structure (ORCA input):
```
! wB97M-V def2-TZVPD RIJCOSX def2/J DEFGRID3
* xyz 0 1
H 4.306 -2.679 0.676
N -0.163 -0.169 -3.911
H 4.787 -2.175 3.050
C 2.961 -1.093 3.350
H -3.919 2.204 1.937
C 2.428 -1.664 0.685
N -1.458 2.805 -1.190
C -1.671 -2.665 -0.103
C 3.466 0.464 -1.823
C -2.326 -3.199 2.545
N 0.154 -1.311 -4.579
N -1.038 1.929 -2.142
C -0.070 1.973 2.075
N -0.918 -0.025 -5.956
H 1.010 1.921 2.124
C -1.564 2.379 -3.297
C 3.200 1.985 -1.768
N -1.365 1.829 -4.538
C 1.786 -0.640 2.776
H -1.873 2.255 -5.297
H 1.081 -0.079 3.373
H -0.140 3.870 3.054
C -1.154 -1.835 0.900
F -2.625 -3.448 3.811
H 4.136 2.531 -1.746
F -3.616 -5.023 1.832
C -2.199 1.038 1.449
C 3.867 -1.830 2.598
C -1.496 -2.139 2.214
C -0.719 3.074 2.608
F -1.018 -1.413 3.224
P -0.020 -0.424 0.630
O 4.605 0.082 -1.748
H -2.605 4.023 2.974
H -2.786 0.264 0.972
C -2.833 -4.001 1.538
Br -1.278 -2.450 -1.930
Cl 2.261 2.529 -3.164
Tl 0.379 0.310 -1.879
H 3.167 -0.871 4.387
N -0.290 -1.203 -5.767
N -2.183 3.683 -1.757
N -2.289 3.457 -3.082
C 3.599 -2.117 1.270
H 2.250 -1.868 -0.364
C -2.500 -3.729 0.218
C -2.842 2.136 1.989
F -2.990 -4.523 -0.726
C -0.835 0.587 -4.793
C -0.809 0.947 1.495
O 2.428 -0.307 -1.930
C -2.103 3.157 2.564
C 1.518 -0.920 1.435
Cl 2.306 2.368 -0.264
*
```



Record 4
Density functional theory data (the ωB97M-V functional and the def2-TZVPD basis) for one molecule with the formula C22H12F5N3O.

Frontier orbital gap, eV: 8.399
Structure (SMILES): N#Cc1cc([C@@](O)(c2ccc3c(cnn3-c3ccc(F)cc3)c2)C(F)(F)F)ccc1F
Energy, Ha: -1584.3753

Structure (ORCA input):
```
! wB97M-V def2-TZVPD RIJCOSX def2/J DEFGRID3
* xyz 0 1
H 5.724 -2.217 -0.208
N 2.672 2.266 1.592
F -4.875 -1.323 -4.798
C 6.398 -1.099 1.477
F -3.352 1.680 1.889
C 0.679 1.505 0.973
F 7.574 -1.753 1.435
N 2.767 0.933 1.330
C 6.107 -0.075 2.440
C 5.471 -1.444 0.511
C -4.333 -1.274 -1.237
H 1.617 -1.750 0.862
C 0.978 -0.859 0.745
N -2.003 0.869 -5.607
C -2.785 -0.040 0.346
H -1.735 0.686 -2.190
C -4.250 -1.035 -3.616
H 6.854 0.175 3.177
O -2.992 -1.132 1.297
C 4.271 -0.803 0.488
H -2.524 -0.922 2.109
C -2.578 0.015 -2.228
H 1.051 3.660 1.327
H -4.838 -1.639 -0.347
C -1.217 0.142 0.471
C 1.441 2.658 1.329
C 4.900 0.608 2.395
F -3.535 2.242 -0.249
H 3.564 -1.063 -0.291
H -1.277 2.398 0.706
C -3.114 -0.281 -3.525
C -3.212 -0.477 -1.068
H -0.785 -1.939 0.325
C -2.555 0.353 -4.705
C -0.371 -0.968 0.454
H -5.737 -2.187 -2.590
C 3.986 0.236 1.384
C -4.863 -1.559 -2.481
C 1.498 0.404 0.985
C -0.686 1.467 0.698
F -4.963 0.900 0.643
C -3.665 1.245 0.647
H 4.693 1.398 3.107
*
```



- Among the records above, which one has the lowest energy?
  C22H12BrCl2F4N9O2PTl



- Which of these has the highest energy?
  C22H12F5N3O



- Which of these has the lowest energy?
  C22H12BrCl2F4N9O2PTl



- Number 4 is which compound?
  C22H12F5N3O